Computed, not measured: C35H37N3O4S2SbSr as an isolated structure, with ωB97M-V/def2-TZVPD.

The geometry in ORCA input format:
```
! RIJCOSX wB97M-V def2-TZVPD def2/J DEFGRID3
* xyz -1 1
Sr -1.87065 -1.63668 -3.65416
C 3.66872 -1.02855 -0.63870
C 3.38549 -2.06727 -1.76859
C 3.38424 -1.30717 -3.12049
C 2.15853 -2.91901 -1.64116
C 1.58694 -3.54488 -2.80426
C 0.43348 -4.29322 -2.69458
C -0.17689 -4.44685 -1.44351
C -1.47932 -5.19501 -1.42076
C 0.38103 -3.86264 -0.29250
C 1.51741 -3.06036 -0.42456
H 4.58029 -0.41883 -0.81691
H 3.76585 -1.59571 0.32712
H 2.83397 -0.28576 -0.47551
H 4.23219 -2.73973 -1.69776
H 2.58944 -0.54926 -3.25245
H 3.21929 -2.01947 -3.92836
H 4.33455 -0.79217 -3.37057
H 1.99393 -3.30064 -3.77719
H 0.08084 -4.85041 -3.56979
H -2.11031 -5.06710 -2.30372
H -2.10265 -4.88608 -0.54120
H -1.32248 -6.31147 -1.30527
H -0.00997 -4.13829 0.68824
H 2.03568 -2.53335 0.43749
O -0.65501 -3.42417 -7.41482
S -1.18130 -3.10447 -6.09022
O -0.12202 -2.46330 -5.22704
O -2.39155 -2.17203 -5.99833
S -1.89111 -4.70593 -4.95705
N -1.75977 2.96028 -4.11136
C -2.04904 1.83477 -3.43429
O -1.18793 0.90822 -3.29465
C -3.39321 1.80584 -2.88795
C -3.87045 2.98618 -2.29286
N -4.21995 3.91958 -1.72914
C -3.93383 0.58596 -2.63038
N -4.25701 -0.52536 -2.48557
H -0.90417 3.07196 -4.64844
H -2.44111 3.72924 -4.11286
C 1.88292 -1.55199 3.58364
C 1.81401 -0.26345 4.32110
C 2.36683 -0.18698 5.61655
C 2.46673 1.00874 6.32605
C 1.98420 2.17773 5.78171
C 1.37011 2.09812 4.56341
C 1.30607 0.93389 3.78832
Sb 0.48483 0.93446 1.68896
C -1.62483 0.22358 1.88603
C -1.95840 -0.89894 1.14277
C -3.29547 -1.37643 1.03644
C -4.23970 -0.77152 1.86188
C -3.87783 0.23309 2.74090
C -2.58848 0.77086 2.73415
C -2.22517 1.95714 3.53130
C 0.25238 2.97206 0.74182
C -1.02263 3.45810 0.54252
C -1.24389 4.64574 -0.10668
C -0.17590 5.37819 -0.63016
C 1.08300 4.95217 -0.37665
C 1.30891 3.75939 0.34925
C 2.75865 3.50746 0.67435
H 1.94677 -2.36107 4.33675
H 2.80129 -1.60596 2.99058
H 0.99090 -1.71987 2.94472
H 2.67941 -1.07031 6.10514
H 2.91055 0.98198 7.32510
H 2.07576 3.13640 6.30378
H 0.83427 2.96909 4.19700
H -1.13742 -1.40916 0.64225
H -3.45031 -2.17634 0.37350
H -5.28871 -1.12860 1.91342
H -4.57882 0.59483 3.49642
H -3.09720 2.58591 3.73717
H -1.50429 2.58956 2.98334
H -1.72883 1.73949 4.51654
H -1.89012 2.95489 0.91916
H -2.21786 5.07241 -0.10506
H -0.27447 6.28655 -1.21699
H 1.91784 5.55641 -0.72755
H 3.23138 4.45791 0.91333
H 3.32686 3.17954 -0.21252
H 2.77451 2.84807 1.57033
*
```

Computed properties:
LUMO (eV): 2.146
F_max (eV Å⁻¹): 2.839

***

Computed, not measured: C4H16BF2N3O6P2Pd as an isolated structure, with ωB97M-V/def2-TZVPD.

The geometry in ORCA input format:
```
! RIJCOSX wB97M-V def2-TZVPD def2/J DEFGRID3
* xyz 2 1
Pd 0.63073 -0.26967 0.35943
N -1.23090 -1.18883 4.22126
C -1.69513 -0.42906 2.98530
C -3.10719 0.10383 3.19546
P -0.33582 0.86838 2.76990
O -0.78330 1.81756 3.95683
O 0.89876 0.09824 3.06154
O -0.52827 1.48730 1.41040
P -1.59811 -1.58091 1.58414
O -2.69880 -2.63705 1.89973
O -0.20334 -2.05891 1.30800
O -2.08045 -0.75285 0.30428
H -0.23684 -1.44050 4.10226
H -1.80458 -2.00758 4.44346
H -1.27054 -0.54942 5.02380
H -3.12024 0.80648 4.02751
H -3.82227 -0.69778 3.38404
H -3.42486 0.64578 2.30498
H -0.66771 2.77237 3.85767
H -2.85744 -3.39954 1.31991
N 1.35421 1.23447 -0.71233
C 2.81208 1.35735 -0.39172
C 3.38805 -0.03560 -0.53360
N 2.56169 -0.93868 0.32594
H 1.22721 1.04229 -1.70624
H 0.83173 2.07877 -0.47725
H 2.88167 1.69899 0.64143
H 3.28894 2.09098 -1.03937
H 4.43838 -0.08560 -0.25152
H 3.29198 -0.38848 -1.56081
H 2.80924 -0.83640 1.31219
H 2.68931 -1.91697 0.07846
F -2.98456 -2.28025 -1.21504
B -2.10072 -1.35329 -0.96227
F -1.21975 -0.96857 -1.85668
*
```

Computed properties:
Energy relative to the best compared isomer or geometry (same formula, charge and spin) (kJ/mol): 121.2
LUMO (eV): -7.838
F_max (eV Å⁻¹): 0.793

***

Computed, not measured: C54H40CaCl2N4O3PSb as an isolated structure, with ωB97M-V/def2-TZVPD.

The geometry in ORCA input format:
```
! RIJCOSX wB97M-V def2-TZVPD def2/J DEFGRID3
* xyz 0 1
Ca 0.61506 0.25481 -0.61700
Cl 3.69859 5.31206 -4.52883
C 3.36317 3.76654 -3.80437
C 2.32553 3.68178 -2.88501
C 2.00068 2.47989 -2.26817
N 0.91531 2.32773 -1.35648
C 0.27846 3.37823 -0.81843
O 0.51046 4.58383 -0.91311
C -0.92909 3.00888 0.07506
C -1.80923 4.02417 0.42144
C -2.86895 3.73878 1.26049
C -3.00034 2.45333 1.76590
C -2.07988 1.50177 1.37828
N -1.07391 1.75263 0.53125
C 2.75140 1.30910 -2.60667
C 3.79425 1.42781 -3.51809
C 4.09992 2.64449 -4.11387
Cl 5.42378 2.69270 -5.24282
N 2.34361 0.07612 -2.01294
C 3.04164 -1.05380 -2.16346
O 4.12208 -1.24583 -2.72768
C 2.41150 -2.30452 -1.50798
C 3.15408 -3.47747 -1.55716
C 2.64814 -4.62687 -0.98437
C 1.40079 -4.57743 -0.37950
C 0.72502 -3.37404 -0.37240
N 1.20436 -2.24881 -0.91559
H 1.77401 4.57234 -2.63093
H -1.62295 5.01085 0.02289
H -3.57819 4.51187 1.52989
H -3.79907 2.18208 2.44272
H -2.14884 0.49035 1.75953
H 4.37233 0.55627 -3.77399
H 4.11396 -3.43781 -2.05138
H 3.21333 -5.55032 -1.01429
H 0.94880 -5.44892 0.07492
H -0.25244 -3.31259 0.08982
O 1.28395 -0.13242 1.39036
P 2.09248 -0.33476 2.65163
C 1.22843 -1.40282 3.79347
C 1.05321 -2.74434 3.43701
C 0.28406 -3.57776 4.23153
C -0.31287 -3.07789 5.38518
C -0.14516 -1.74877 5.74207
C 0.62214 -0.90811 4.94442
C 2.37876 1.22906 3.45647
C 3.24254 1.34428 4.54672
C 3.44838 2.58112 5.13347
C 2.80244 3.70508 4.62589
C 1.95196 3.59635 3.53674
C 1.73477 2.35508 2.95078
C 3.65401 -1.10574 2.26535
C 4.30714 -1.97718 3.13664
C 5.52459 -2.53355 2.76992
C 6.08488 -2.22484 1.53622
C 5.44254 -1.35298 0.66671
C 4.23215 -0.78606 1.03527
H 1.51460 -3.13451 2.53560
H 0.15086 -4.61630 3.95621
H -0.91107 -3.73091 6.00816
H -0.61244 -1.36320 6.63878
H 0.74276 0.13249 5.21675
H 3.76417 0.47457 4.93068
H 4.12070 2.67504 5.97633
H 2.97515 4.67303 5.07897
H 1.46492 4.47311 3.13007
H 1.07844 2.26213 2.09410
H 3.85928 -2.24211 4.08754
H 6.02987 -3.21740 3.43991
H 7.02876 -2.67030 1.24784
H 5.86403 -1.12399 -0.30400
H 3.73581 -0.10620 0.35541
C -5.29722 -2.40702 -5.75069
C -5.19080 -1.02953 -5.63419
C -4.32423 -0.47150 -4.69926
C -3.56063 -1.29559 -3.87959
C -3.66552 -2.68100 -4.00613
C -4.53418 -3.23487 -4.93535
Sb -2.23705 -0.51304 -2.43992
C -2.94699 1.49131 -2.42179
C -2.14373 2.45141 -3.03910
C -2.55176 3.77998 -3.10292
C -3.76384 4.15594 -2.54386
C -4.56793 3.20977 -1.91688
C -4.16288 1.88282 -1.85822
C -3.26033 -1.31791 -0.73981
C -4.64491 -1.48488 -0.68694
C -5.24975 -2.05282 0.42701
C -4.47800 -2.48442 1.49939
C -3.09760 -2.34835 1.45729
C -2.50535 -1.76902 0.34130
H -5.97376 -2.83785 -6.47766
H -5.78211 -0.38207 -6.26941
H -4.25383 0.60580 -4.61335
H -3.07669 -3.33934 -3.37608
H -4.61311 -4.31087 -5.02544
H -1.17906 2.17971 -3.45432
H -1.90992 4.51730 -3.56798
H -4.07848 5.19131 -2.58391
H -5.51098 3.50591 -1.47342
H -4.79367 1.15909 -1.35543
H -5.25991 -1.19103 -1.53047
H -6.32604 -2.16898 0.45424
H -4.95361 -2.93412 2.36191
H -2.48460 -2.68441 2.28586
H -1.42511 -1.66101 0.33924
*
```

Computed properties:
Energy relative to the best compared isomer or geometry (same formula, charge and spin) (kJ/mol): 0.0
LUMO (eV): 0.101
F_max (eV Å⁻¹): 1.578

***

Per-record electronic energy, Eh: -2888.603363 -1812.726445 -4706.345389
Per-record Kohn-Sham gap, Eh: 0.2535 0.3230 0.2504